Molecular formula: C2H7N2O
Method: DFT, wB97M-V/def2-TZVPD

Properties
Max |F|: 2.90 eV/A
SMILES: CC(=[NH2+])ON
Net charge: +1
HOMO: -16.003 eV
Orbital gap: 12.0 eV

Bonds (Å) are listed after each position.
Cartesian coordinates (Å):
1 C 0.192 0.060 0.000  C2 1.478, N4 1.331, O5 1.316
2 C 1.483 0.781 -0.001  C1 1.478, H6 1.110, H7 1.103, H8 1.098
3 N -2.135 0.041 0.033  O5 1.468, H9 1.058, H12 1.100
4 N 0.029 -1.229 -0.292  C1 1.331, H10 1.017, H11 1.043
5 O -0.883 0.783 0.229  C1 1.316, N3 1.468
6 H 2.189 0.691 0.851  C2 1.110
7 H 1.273 1.858 -0.116  C2 1.103
8 H 1.931 0.280 -0.869  C2 1.098
9 H -2.578 0.242 -0.906  N3 1.058
10 H 0.805 -1.835 -0.548  N4 1.017
11 H -0.963 -1.543 -0.214  N4 1.043
12 H -2.774 0.564 0.760  N3 1.100